[1]
A molecular structure, C12H15AlNO5. Source: OMol25; level of theory: ωB97M-V/def2-TZVPD.

Properties
strongest force on any atom	6.334	eV Å⁻¹
orbital gap	3.442	eV
total charge	+3
multiplicity	1

```
34
C12H15AlNO5 (ωB97M-V/def2-TZVPD)
C -0.83 -2.01 1.76
C -0.39 -0.73 2.55
C -1.53 0.45 2.56
C 1.01 -0.21 2.17
C 2.08 -1.29 2.82
C 1.25 0.01 0.65
O -0.02 0.27 -0.08
C 0.19 0.48 -1.37
C 0.23 1.82 -1.82
O 0.08 2.83 -0.98
N -1.20 3.59 -1.22
O -1.98 3.16 -0.53
C 0.43 1.98 -3.38
O 1.09 2.83 -3.83
C -0.34 0.93 -4.23
C -0.37 -0.36 -3.80
C 0.35 -0.65 -2.44
O 0.95 -1.64 -2.22
H -1.31 -2.75 2.42
H -1.60 -1.69 1.01
H 0.02 -2.43 1.16
H -0.32 -1.07 3.63
H -2.09 0.39 1.60
H -2.24 0.29 3.40
H -1.07 1.46 2.57
H 1.21 0.75 2.69
H 2.63 -1.82 2.01
H 1.55 -2.06 3.41
H 2.79 -0.70 3.45
H 1.86 -0.82 0.19
H 1.88 0.94 0.56
H -0.86 1.20 -5.17
H -0.88 -1.19 -4.38
Al -2.57 -1.97 -5.10
```

---

[2]
7 unconnected molecules or ions with the total composition C16H42BBrCl2F4N3O. Source: OMol25; level of theory: ωB97M-V/def2-TZVPD.

Properties
strongest force on any atom	2.663	eV Å⁻¹
orbital gap	4.929	eV
total charge	-1
multiplicity	1

```
70
C16H42BBrCl2F4N3O (ωB97M-V/def2-TZVPD)
N 0.07 -2.92 1.68
H -0.70 -2.25 1.49
H -0.14 -3.80 1.16
H 0.09 -3.19 2.68
H 0.95 -2.46 1.37
Br -2.44 -0.83 1.25
C -1.71 2.08 -4.40
C -0.54 1.71 -3.49
N -0.51 0.26 -3.04
C 0.79 0.17 -2.25
C -1.76 -0.08 -2.17
C -1.99 0.96 -1.10
C -0.50 -0.67 -4.23
C -0.53 -2.16 -3.93
O 0.56 -2.42 -3.10
C 0.48 -3.71 -2.51
H -1.68 3.16 -4.48
H -2.61 1.60 -4.03
H -1.55 1.69 -5.41
H -0.37 2.35 -2.63
H 0.40 1.83 -4.04
H 1.65 0.24 -2.92
H 0.80 -0.75 -1.69
H 0.94 1.07 -1.66
H -1.53 -1.07 -1.78
H -2.54 -0.07 -2.93
H -1.96 2.01 -1.42
H -1.29 0.98 -0.28
H -2.97 0.77 -0.68
H 0.46 -0.51 -4.72
H -1.33 -0.43 -4.90
H -0.27 -2.63 -4.89
H -1.48 -2.46 -3.48
H -0.31 -3.74 -1.77
H 1.42 -3.81 -1.97
H 0.40 -4.46 -3.30
C 0.51 -0.71 4.48
C 0.69 0.80 4.31
C 0.75 1.05 2.78
N 0.64 2.45 2.30
C -0.80 2.88 2.38
C 1.26 2.72 0.92
C 2.15 3.94 1.18
C 1.64 4.64 2.42
C 1.31 3.43 3.28
H -0.50 -1.01 4.19
H 0.69 -1.03 5.51
H 1.13 -1.35 3.85
H 1.68 1.06 4.69
H -0.07 1.42 4.80
H 0.04 0.43 2.24
H 1.75 0.66 2.54
H -1.31 2.26 1.63
H -0.99 3.93 2.17
H -1.17 2.65 3.37
H 0.46 3.04 0.26
H 1.77 1.83 0.56
H 2.38 4.60 0.34
H 3.15 3.52 1.35
H 0.70 5.15 2.17
H 2.25 5.46 2.79
H 0.63 3.65 4.10
H 2.23 2.96 3.62
Cl 2.44 -1.22 0.61
Cl 1.61 -4.10 4.34
B -1.06 -6.35 0.10
F -0.19 -5.32 0.57
F -2.15 -5.69 -0.51
F -0.33 -7.07 -0.86
F -1.58 -7.15 1.12
```

---

[3]
2 unconnected molecules or ions with the total composition C37H36F3N2O. Source: OMol25; level of theory: ωB97M-V/def2-TZVPD.

Properties
strongest force on any atom	2.171	eV Å⁻¹
orbital gap	4.943	eV
total charge	+1
multiplicity	1

```
79
C37H36F3N2O (ωB97M-V/def2-TZVPD)
C -1.76 2.75 1.01
N -1.70 1.43 1.59
C -1.36 0.31 0.87
O -0.83 0.28 -0.25
C -1.62 -0.88 1.77
C -3.06 -1.39 1.54
C -3.19 -2.75 0.90
C -4.20 -3.62 1.36
C -4.35 -4.88 0.78
C -3.52 -5.27 -0.28
C -2.52 -4.40 -0.75
C -2.37 -3.13 -0.16
N -1.49 -0.25 3.09
C -0.32 -0.42 3.82
C 0.92 -0.56 3.26
C 2.03 -1.22 3.93
C 3.11 -1.72 3.17
C 4.23 -2.26 3.81
C 4.28 -2.33 5.21
C 3.19 -1.87 5.96
C 2.07 -1.34 5.33
C -1.99 1.13 2.96
C -3.52 1.25 3.18
C -3.74 2.69 3.63
C -2.37 3.24 4.11
C -1.36 2.11 3.96
H -1.57 2.68 -0.06
H -2.75 3.20 1.19
H -1.00 3.39 1.48
H -0.87 -1.67 1.64
H -3.58 -1.39 2.51
H -3.58 -0.65 0.90
H -4.84 -3.29 2.18
H -5.13 -5.55 1.15
H -3.64 -6.25 -0.74
H -1.87 -4.69 -1.57
H -1.61 -2.44 -0.53
H -0.47 -0.42 4.90
H 0.99 -0.43 2.18
H 3.07 -1.67 2.08
H 5.07 -2.61 3.21
H 5.15 -2.76 5.70
H 3.23 -1.92 7.06
H 1.23 -0.97 5.93
H -4.08 0.99 2.27
H -3.80 0.53 3.96
H -4.12 3.30 2.80
H -4.48 2.74 4.44
H -2.06 4.12 3.52
H -2.43 3.57 5.16
H -1.21 1.59 4.91
H -0.37 2.41 3.58
F -0.92 6.37 0.40
C 0.19 5.89 -0.25
F -0.23 5.45 -1.47
F 1.02 6.96 -0.47
C 0.85 4.81 0.56
C 1.17 3.59 -0.02
C 1.60 2.55 0.78
C 1.83 2.74 2.17
C 2.34 1.63 2.94
C 2.85 1.81 4.28
C 4.15 1.37 4.63
C 4.64 1.51 5.92
C 3.84 2.11 6.91
C 2.55 2.53 6.59
C 2.06 2.41 5.29
C 1.61 4.05 2.70
C 1.11 5.06 1.90
H 1.04 3.44 -1.09
H 1.78 1.57 0.33
H 2.81 0.85 2.33
H 4.77 0.91 3.85
H 5.64 1.16 6.16
H 4.24 2.25 7.91
H 1.92 2.99 7.36
H 1.06 2.76 5.06
H 1.86 4.28 3.74
H 0.94 6.06 2.31
```

---

[4]
C5H6O in the gas phase. Source: OMol25; level of theory: ωB97M-V/def2-TZVPD.

Properties
energy relative to the best compared isomer or geometry (same formula, charge and spin)	180.15	kJ/mol
strongest force on any atom	0.558	eV Å⁻¹
orbital gap	10.816	eV
SMILES string	C#CCCC=O
total charge	0
multiplicity	1

```
12
C5H6O (ωB97M-V/def2-TZVPD)
O 1.51 -1.19 1.84
C 1.54 -0.03 1.50
C 0.60 0.61 0.50
C -0.37 -0.38 -0.17
C -1.29 0.23 -1.13
C -1.92 0.59 -2.09
H 2.28 0.67 1.94
H 1.20 1.14 -0.25
H 0.05 1.39 1.04
H 0.17 -1.10 -0.80
H -0.89 -0.97 0.59
H -2.53 0.95 -2.88
```